Formula: C4H13N5
Source: the OMol25 dataset
Level of theory: wB97M-V/def2-TZVPD

Last column: Mulliken charge in e.
Atoms and positions in Å:
C1 -0.29117 1.75019 -1.34019  -1.540
N1 1.35163 -0.02549 -1.02393  -0.088
C2 0.22333 0.62558 -0.46455  0.461
N2 1.12423 -0.67360 -2.26290  -0.599
N3 0.42367 0.89029 0.90355  -0.499
H1 1.84266 -0.57246 -0.32311  0.308
H2 0.92499 -1.66397 -2.13775  0.216
H3 1.95853 -0.58200 -2.82989  0.214
H4 0.09066 1.81413 1.16001  0.332
H5 -1.24719 2.12126 -0.97075  0.396
H6 0.43330 2.56476 -1.32417  0.323
H7 -0.40585 1.39606 -2.36405  0.432
C3 0.21999 -1.46332 1.91273  -1.228
C4 -0.55339 -0.20700 1.60155  0.936
N4 -1.01896 -0.47341 -0.20257  -0.447
N5 -1.41465 0.18221 2.48134  -0.845
H8 -1.00054 -1.30870 -0.78141  0.237
H9 -1.95367 -0.07710 -0.23459  0.270
H10 -1.91599 1.02960 2.21553  0.207
H11 -0.45460 -2.20683 2.33827  0.347
H12 0.66311 -1.88116 1.01028  0.313
H13 0.99991 -1.23905 2.63659  0.256

Values from the calculation:
charge = 0
LUMO level = 0.72 eV
orbital gap = 8.97 eV
HOMO energy = -8.2505 eV
ΔE to the lowest compared entry with this formula, charge and spin = 223.8 kJ/mol

=====

Formula: C4H13NO
Source: the OMol25 dataset
Level of theory: wB97M-V/def2-TZVPD

Last column: Mulliken charge in e.
Atoms and positions in Å:
C1 -2.44975 -2.53425 0.58696  -1.025
C2 -2.72946 -2.79885 2.04967  -0.119
C3 -2.57090 -1.65113 3.06211  -1.180
H1 -2.68955 -3.42524 -0.01709  0.293
H2 -3.12213 -1.75936 0.21170  0.298
H3 -1.42064 -2.02046 0.50505  0.257
H4 -3.76074 -3.19842 2.00793  0.264
H5 -2.02455 -3.56130 2.36466  0.231
H6 -1.59318 -1.26418 2.99935  0.347
H7 -2.53824 -2.07355 4.21792  0.223
H8 -3.18590 -0.85674 3.00989  0.412
N1 2.12919 1.34895 -2.56831  -0.625
C4 3.10302 2.18349 -1.82843  -0.164
O1 2.65528 3.42799 -1.34169  -0.515
H9 1.49045 1.90667 -3.05898  0.253
H10 1.45448 0.94114 -1.79070  0.221
H11 3.87389 2.35929 -2.66888  0.227
H12 3.55632 1.54861 -1.08517  0.316
H13 1.69570 3.34145 -1.20581  0.286

Values from the calculation:
charge = 0
LUMO level = 0.68 eV
structure (SMILES) = CCC.NCO
orbital gap = 10.81 eV
HOMO energy = -10.1214 eV
ΔE to the lowest compared entry with this formula, charge and spin = 169.7 kJ/mol

=====

Formula: C4H13NO
Source: the OMol25 dataset
Level of theory: wB97M-V/def2-TZVPD

Last column: Mulliken charge in e.
Atoms and positions in Å:
C1 1.30030 0.25450 -1.43848  -0.981
C2 0.47158 -0.21540 -0.24028  -0.303
N1 -0.24492 5.12603 4.07385  -0.677
H1 0.97443 -0.17594 -2.38622  0.353
H2 1.19526 1.32361 -1.58097  0.301
H3 2.32801 -0.08103 -1.30324  0.257
H4 0.27709 0.66201 0.37688  0.278
H5 0.95245 -0.86956 0.49255  0.309
H6 -0.15853 4.11019 4.12721  0.228
H7 -1.16826 5.25656 3.65205  0.225
H8 0.31223 5.30052 3.22731  0.224
C3 -0.79043 -1.87604 -1.47256  -0.127
O1 -0.74623 -0.85052 -0.53893  -0.457
C4 -0.22595 -3.21047 -0.89944  -0.906
H9 -0.17180 -1.53532 -2.30181  0.078
H10 -1.79604 -2.09643 -1.81661  0.363
H11 0.57230 -3.65428 -1.48715  0.282
H12 -1.06090 -3.86644 -0.67498  0.302
H13 0.16252 -2.93119 0.07745  0.251

Values from the calculation:
charge = 0
LUMO level = 0.81 eV
structure (SMILES) = CCOCC.N
orbital gap = 10.35 eV
HOMO energy = -9.5373 eV
ΔE to the lowest compared entry with this formula, charge and spin = 137.9 kJ/mol

=====

Repeat the second record exactly.
Formula: C4H13NO
Source: the OMol25 dataset
Level of theory: wB97M-V/def2-TZVPD

Last column: Mulliken charge in e.
Atoms and positions in Å:
C1 -2.44975 -2.53425 0.58696  -1.025
C2 -2.72946 -2.79885 2.04967  -0.119
C3 -2.57090 -1.65113 3.06211  -1.180
H1 -2.68955 -3.42524 -0.01709  0.293
H2 -3.12213 -1.75936 0.21170  0.298
H3 -1.42064 -2.02046 0.50505  0.257
H4 -3.76074 -3.19842 2.00793  0.264
H5 -2.02455 -3.56130 2.36466  0.231
H6 -1.59318 -1.26418 2.99935  0.347
H7 -2.53824 -2.07355 4.21792  0.223
H8 -3.18590 -0.85674 3.00989  0.412
N1 2.12919 1.34895 -2.56831  -0.625
C4 3.10302 2.18349 -1.82843  -0.164
O1 2.65528 3.42799 -1.34169  -0.515
H9 1.49045 1.90667 -3.05898  0.253
H10 1.45448 0.94114 -1.79070  0.221
H11 3.87389 2.35929 -2.66888  0.227
H12 3.55632 1.54861 -1.08517  0.316
H13 1.69570 3.34145 -1.20581  0.286

Values from the calculation:
charge = 0
LUMO level = 0.68 eV
structure (SMILES) = CCC.NCO
orbital gap = 10.81 eV
HOMO energy = -10.1214 eV
ΔE to the lowest compared entry with this formula, charge and spin = 169.7 kJ/mol

=====

Among the records above, which one has the highest HOMO energy?
C4H13N5